# C3H6INO2

A cluster of 2 separate species, C3H6INO2 in total in a non-equilibrium geometry (the ωB97M-V functional and the def2-TZVPD basis, the OMol25 dataset).

Element x y z (Å)
C (1.12762, -3.61235, 0.05299)
C (-0.45882, 0.78139, 0.00974)
C (1.46608, -0.90712, -0.34736)
N (0.18628, -0.50046, 0.35895)
O (0.03886, -3.34571, 0.32734)
O (2.18398, -3.96049, -0.20149)
I (3.02030, 0.41917, 0.44348)
H (-0.60732, 0.82106, -1.07180)
H (-1.42127, 0.89324, 0.51147)
H (0.20060, 1.60090, 0.30062)
H (1.33288, -0.57658, -1.39215)
H (-0.45958, -1.28074, 0.17795)
H (0.40331, -0.50569, 1.36054)

## Properties
HOMO   -7.4 eV
DFT total energy   -16892.3862 eV
Charge   0
Energy relative to the best compared isomer or geometry (same formula, charge and spin)   43.06 kcal per mole

# C24H31Cl2OSi

The ion C24H31Cl2OSi with charge +1 in a non-equilibrium geometry (the ωB97M-V functional and the def2-TZVPD basis, the OMol25 dataset).

Element x y z (Å)
C (3.10274, 0.65577, -2.17870)
Si (2.38019, 1.87460, -0.99117)
C (2.91349, 1.82006, 0.79710)
C (2.62430, 3.62191, -1.56752)
O (0.71789, 1.44707, -1.14503)
C (-0.24101, 1.11480, -0.31822)
C (-0.75178, -0.28977, -0.34162)
C (-2.28569, -0.28327, -0.22161)
C (-3.03443, 0.45426, -1.34736)
C (-3.47656, 1.88592, -1.00183)
C (-2.42588, 2.94243, -1.38978)
C (-1.40565, 3.33462, -0.32921)
C (-0.82418, 2.16745, 0.51748)
H (4.17937, 0.54508, -2.00501)
H (2.63593, -0.33275, -2.11768)
H (2.94805, 1.04036, -3.19594)
H (4.00923, 1.68375, 0.79211)
H (2.69049, 2.78431, 1.28269)
H (2.46338, 1.01238, 1.39341)
H (3.69941, 3.84295, -1.47071)
H (2.33949, 3.73419, -2.62125)
H (2.06903, 4.34937, -0.96147)
H (-0.50911, -0.70919, -1.33355)
H (-2.62084, -1.33129, -0.20427)
H (-2.54169, 0.13799, 0.76178)
H (-2.42841, 0.44601, -2.26881)
H (-3.94729, -0.12084, -1.57050)
H (-4.38818, 2.09891, -1.58405)
H (-3.76545, 1.98471, 0.05611)
H (-1.89011, 2.59443, -2.28695)
H (-2.95729, 3.86007, -1.69053)
H (-0.57073, 3.85635, -0.82465)
H (-1.85692, 4.05089, 0.37057)
H (-1.59369, 1.72693, 1.16646)
H (-0.04136, 2.56259, 1.19337)
Cl (-3.89074, -3.78512, 4.48578)
C (-2.72369, -3.06540, 3.45264)
C (-1.92905, -2.01286, 3.92518)
C (-1.00940, -1.40497, 3.06330)
C (-0.89732, -1.82028, 1.73451)
C (-0.01182, -1.01102, 0.74326)
C (1.12486, -1.89552, 0.15343)
C (2.45021, -1.71199, 0.56301)
C (3.48653, -2.39287, -0.08217)
C (3.17330, -3.38522, -1.01488)
Cl (4.43304, -4.29380, -1.74525)
C (1.84457, -3.65986, -1.35040)
C (0.83816, -2.83134, -0.84142)
C (-1.63101, -2.93122, 1.30106)
C (-2.55648, -3.54792, 2.15502)
H (-2.02982, -1.67825, 4.94993)
H (-0.36951, -0.59732, 3.42467)
H (0.48396, -0.24658, 1.36392)
H (2.67771, -1.01341, 1.36624)
H (4.52817, -2.16288, 0.14075)
H (1.59978, -4.48843, -2.01732)
H (-0.17660, -2.91487, -1.23930)
H (-1.49546, -3.30958, 0.28902)
H (-3.13613, -4.40232, 1.81536)

## Properties
HOMO   -11.4 eV
DFT total energy   -60356.5169 eV
Charge   +1
Energy relative to the best compared isomer or geometry (same formula, charge and spin)   0.00 kcal per mole

# C19H14N3PtS

A structure of composition C19H14N3PtS in a non-equilibrium geometry (the ωB97M-V functional and the def2-TZVPD basis, the OMol25 dataset).

Element x y z (Å)
Pt (0.13145, 0.24716, 0.28644)
S (4.19878, -0.03015, 1.95059)
C (4.35296, 0.38836, 0.30170)
C (3.14778, 0.49633, -0.33819)
C (2.05990, 0.23571, 0.54137)
C (2.49530, -0.07056, 1.80856)
C (1.48495, -0.40968, 2.79602)
C (1.68016, -0.63268, 4.15248)
C (0.59549, -0.92700, 4.95407)
C (-0.67622, -0.97537, 4.39537)
C (-0.81006, -0.72506, 3.04687)
N (0.23736, -0.46431, 2.25767)
H (5.33435, 0.52152, -0.12575)
H (3.05658, 0.72900, -1.38978)
H (2.67582, -0.55724, 4.56742)
H (0.73561, -1.10382, 6.01193)
H (-1.54802, -1.21131, 4.98731)
H (-1.77689, -0.74030, 2.56518)
C (-4.21895, -0.36570, 0.44795)
C (-4.69037, 0.93611, 0.43276)
C (-3.80540, 1.97714, 0.20076)
C (-2.46563, 1.68690, 0.00544)
N (-2.00496, 0.42910, 0.09465)
C (-2.86236, -0.57792, 0.28340)
C (-1.44085, 2.72025, -0.33298)
C (-1.77488, 3.99505, -0.75080)
C (-0.75938, 4.89726, -1.03490)
C (0.55644, 4.49952, -0.89161)
C (0.81823, 3.19944, -0.49300)
N (-0.15887, 2.33220, -0.22779)
H (-4.88059, -1.20643, 0.59862)
H (-5.73976, 1.14300, 0.59292)
H (-4.15711, 2.99760, 0.17129)
H (-2.43094, -1.56988, 0.31343)
H (-2.80940, 4.28194, -0.86693)
H (-1.00096, 5.89841, -1.36476)
H (1.37709, 5.17143, -1.09698)
H (1.82723, 2.82558, -0.37854)

## Properties
HOMO   -10.8 eV
DFT total energy   -38477.1553 eV
Charge   +1
Energy relative to the best compared isomer or geometry (same formula, charge and spin)   26.99 kcal per mole

# C6H14N2O

A structure of composition C6H14N2O in a non-equilibrium geometry (the ωB97M-V functional and the def2-TZVPD basis, the OMol25 dataset).

Element x y z (Å)
C (1.40806, -1.64415, 1.09080)
C (1.98949, -0.11713, -0.93189)
C (0.38106, -2.58896, 0.75185)
O (1.31464, -0.07945, 0.29030)
H (1.36406, -1.23095, 2.09279)
H (2.41794, -1.89703, 0.77009)
H (2.14782, 0.90682, -1.29166)
H (1.43688, -0.67279, -1.70324)
H (2.98592, -0.57868, -0.83059)
H (0.58129, -3.22199, -0.10841)
H (-0.08742, -3.09218, 1.59106)
H (-0.71967, -1.81934, 0.33682)
C (-0.25844, 2.41253, -0.48954)
C (-1.36959, 1.42975, -0.29608)
C (-2.63521, 1.76268, -0.00908)
N (-1.03910, 0.10642, -0.62622)
N (-1.55287, -0.84120, -0.00122)
H (-2.09114, -0.60152, 0.85068)
H (0.57557, 2.14740, 0.15923)
H (-0.60189, 3.42359, -0.27968)
H (0.09949, 2.36850, -1.51869)
H (-3.43059, 1.03155, 0.02814)
H (-2.91632, 2.79616, 0.12455)

## Properties
HOMO (spin up / spin down)   -8.2 / -8.2 eV
DFT total energy   -11471.3045 eV
Charge   0
Energy relative to the best compared isomer or geometry (same formula, charge and spin)   149.10 kcal per mole

# C3H3Br3N2O2S2

A structure of composition C3H3Br3N2O2S2 in a non-equilibrium geometry (the ωB97M-V functional and the def2-TZVPD basis, the OMol25 dataset).

Element x y z (Å)
C (1.40123, 0.90672, 1.17865)
C (2.38765, 0.20719, 0.32967)
C (-2.70687, -0.62212, -0.35670)
N (0.41974, 1.51868, 0.57806)
N (0.43238, 1.43600, -0.76027)
O (-0.32267, -1.10738, 0.65241)
O (-0.51787, -1.23934, -1.85243)
S (1.82427, 0.79201, -1.33533)
S (-0.78530, -0.52294, -0.57626)
Br (-3.11620, -2.46639, -0.32945)
Br (-3.41603, 0.36158, -1.76349)
Br (-3.05979, 0.33160, 1.31285)
H (1.66906, 0.82380, 2.25296)
H (3.41608, 0.38484, 0.34858)
H (2.37431, -0.80425, 0.32075)

## Properties
HOMO (spin up / spin down)   -8.9 / -8.8 eV
DFT total energy   -242027.6054 eV
Charge   0
Energy relative to the best compared isomer or geometry (same formula, charge and spin)   32.70 kcal per mole

# C17H13FIrNS

A structure of composition C17H13FIrNS in a non-equilibrium geometry (the ωB97M-V functional and the def2-TZVPD basis, the OMol25 dataset).

Element x y z (Å)
Ir (0.59738, 0.08097, -1.07356)
C (4.79554, 0.03515, -1.86912)
C (5.32451, 0.01982, -0.58705)
C (4.47734, -0.07107, 0.50452)
C (3.11100, -0.13223, 0.29812)
N (2.61279, -0.13218, -0.95806)
C (3.42792, -0.04697, -2.01572)
C (2.06945, -0.17459, 1.33177)
C (2.32775, -0.18776, 2.69286)
C (1.27327, -0.17536, 3.59524)
C (-0.03415, -0.16010, 3.13994)
C (-0.30552, -0.15132, 1.77642)
C (0.73722, -0.15667, 0.86506)
H (5.42600, 0.10744, -2.74260)
H (6.39353, 0.08771, -0.43726)
H (4.87454, -0.07953, 1.50867)
H (2.95647, -0.05441, -2.98935)
H (3.34433, -0.20271, 3.06306)
H (1.47630, -0.17057, 4.65727)
H (-0.85188, -0.14893, 3.84817)
H (-1.32150, -0.15168, 1.43346)
F (0.88109, 1.87389, -1.53284)
S (-1.51307, 0.04884, -1.96716)
C (-3.14915, -0.02607, -1.45829)
C (-4.08337, -0.05921, -2.51401)
C (-5.43268, -0.03541, -2.23294)
C (-5.86730, 0.01700, -0.91347)
C (-4.95060, 0.03922, 0.13715)
C (-3.59999, 0.00946, -0.12608)
H (-3.72570, -0.09624, -3.53414)
H (-6.15012, -0.05208, -3.04151)
H (-6.92746, 0.03679, -0.69911)
H (-5.30083, 0.08674, 1.15898)
H (-2.89309, 0.02208, 0.68157)

## Properties
Multiplicity   2
HOMO (spin up / spin down)   -11.7 / -12.1 eV
DFT total energy   -35714.1606 eV
Charge   +1
Energy relative to the best compared isomer or geometry (same formula, charge and spin)   0.00 kcal per mole

# C6H12

A cluster of 2 separate species, C6H12 in total in a non-equilibrium geometry (the ωB97M-V functional and the def2-TZVPD basis, the OMol25 dataset).

Element x y z (Å)
C (0.84804, 0.74181, -2.38262)
C (2.37112, 1.00239, -1.99688)
C (2.72393, 2.19457, -1.50839)
H (0.38984, 0.26660, -1.45507)
H (0.15750, 1.56703, -2.68784)
H (0.76536, -0.04981, -3.19969)
H (3.03713, 0.18665, -2.00903)
H (3.58995, 2.45110, -0.86672)
H (2.00434, 2.95247, -1.88661)
C (-0.73153, -1.22680, 1.82739)
C (-2.03683, -1.85238, 2.09772)
C (-3.03910, -0.93354, 2.01665)
H (-0.74194, -0.06637, 1.83412)
H (-0.06739, -1.32495, 2.68034)
H (-0.45921, -1.51112, 0.83872)
H (-2.08846, -2.67904, 2.79672)
H (-4.06637, -1.34344, 2.22782)
H (-3.33445, -0.00546, 1.40401)

## Properties
Multiplicity   2
HOMO (spin up / spin down)   -11.9 / -11.9 eV
DFT total energy   -6403.4347 eV
Charge   +1
Energy relative to the best compared isomer or geometry (same formula, charge and spin)   99.50 kcal per mole

# C3H7OS2

The ion C3H7OS2 with charge -1 in a non-equilibrium geometry (the ωB97M-V functional and the def2-TZVPD basis, the OMol25 dataset).

Element x y z (Å)
C (-1.84828, 0.02128, 0.46567)
C (-2.60026, 1.17579, -0.30627)
O (-1.70322, 2.10725, -0.86335)
C (-0.37443, 0.22877, 0.57145)
S (0.71446, -1.20097, 0.56053)
S (2.49042, -0.60034, -0.43468)
H (-2.13303, -0.02827, 1.57947)
H (-1.96445, -0.99706, -0.01301)
H (-3.25857, 1.67748, 0.45986)
H (-3.22163, 0.72834, -1.09533)
H (0.01036, 0.84435, -0.29783)
H (0.00942, 1.02615, 1.23405)
H (1.84346, 0.15690, -1.35912)

## Properties
HOMO   -2.6 eV
DFT total energy   -26941.3575 eV
Charge   -1
Structure (SMILES)   [O-]CCCSS
Energy relative to the best compared isomer or geometry (same formula, charge and spin)   33.48 kcal per mole

Which of these has the lowest charge?
C3H7OS2

Number 1 is which compound?
C3H6INO2

What is the DFT total energy in the first record?
-16892.3862 eV

What is the formula in the eighth record?
C3H7OS2